Entry 1:
19
Properties=species:S:1:pos:R:3:forces:R:3 method="wB97M-V/def2-TZVPD" de_lowest_ev=7.942 total_charge=0
C 1.658 -0.967 0.445 3.902 0.569 1.067
C 0.587 -0.739 -0.619 1.277 -4.727 -3.383
C -0.401 0.268 -0.616 1.137 4.827 -0.139
C -1.218 0.407 0.566 -2.337 -3.728 2.736
C -0.361 1.220 -1.544 -0.018 1.192 -2.052
H 2.231 -0.229 2.391 -1.133 0.956 -0.887
H 1.827 1.386 1.383 -1.255 -5.220 1.250
H 2.969 -0.762 -0.095 -4.192 -0.446 1.681
H 1.737 -2.200 0.726 -0.432 3.886 -0.171
H 1.162 -0.727 -1.752 -1.783 -0.542 3.147
H -0.169 -1.639 -0.469 1.851 0.695 -0.921
H -1.163 1.388 1.225 0.006 -2.361 -1.433
H -0.793 -0.786 1.180 -1.837 4.259 -0.872
H -2.952 -1.007 0.288 0.930 4.151 -1.091
H -2.676 0.260 -1.007 -0.337 -0.636 2.456
H 0.215 1.155 -2.538 -0.908 0.274 1.899
N 1.422 0.101 1.779 3.135 1.087 -2.880
N -2.725 0.124 0.071 1.216 -2.736 -0.166
Cl -1.351 2.748 -1.414 0.775 -1.501 -0.241



Entry 2:
20
Properties=species:S:1:pos:R:3:forces:R:3 method="wB97M-V/def2-TZVPD" de_lowest_ev=0.000 total_charge=0
N -4.109 -0.619 -0.652 -0.116 -0.326 -0.242
C -2.727 -0.643 -0.609 -2.402 -1.064 0.009
O -2.244 0.518 -0.202 0.750 0.476 0.281
N -2.049 -1.673 -0.944 1.205 0.256 0.263
Cl -2.980 -3.016 -1.464 0.131 0.152 0.115
H -4.696 -1.331 -0.270 0.592 -1.166 -0.220
H -4.603 0.203 -0.478 0.029 2.001 0.272
H -1.284 0.534 -0.019 -0.095 -0.263 -0.564
C 0.802 1.687 0.097 -3.608 0.513 3.668
C 1.144 0.417 0.252 1.903 -0.478 -2.049
C 0.880 -0.688 1.236 -1.577 0.215 -1.645
C 2.183 -0.066 -0.777 2.589 2.346 3.037
H 0.006 2.274 0.743 1.594 -1.533 -0.814
H 1.177 2.344 -0.601 1.025 0.800 -1.830
H 0.733 -1.621 0.638 0.134 0.631 0.561
H -0.079 -0.496 1.718 0.434 -0.176 0.896
H 1.777 -0.800 1.817 0.023 -0.101 0.826
H 2.186 0.410 -1.700 -0.377 1.301 -1.572
H 3.272 0.186 -0.337 -2.202 -0.927 -0.818
H 2.098 -1.065 -0.984 -0.032 -2.660 -0.174



Entry 3:
23
Properties=species:S:1:pos:R:3:forces:R:3 method="wB97M-V/def2-TZVPD" de_lowest_ev=0.000 smiles="CC[C@]1(Cl)C(=[NH2+])N=NNNC1=[NH2+]" total_charge=+2
C 0.929 -0.794 -2.195 1.320 0.605 0.218
C 0.366 -1.145 -0.799 0.777 1.195 -0.261
C 0.615 -0.050 0.318 -0.059 -2.893 2.686
Cl 2.245 0.005 1.125 -0.569 0.026 -1.273
C -0.384 -0.841 1.693 -0.001 3.037 -2.932
N 0.237 -1.442 2.635 -0.982 0.346 -0.702
N -1.743 -0.844 1.651 1.745 -1.658 2.094
N -2.519 -0.342 0.840 0.212 1.481 -1.602
N -2.209 0.628 0.014 0.189 -0.166 -0.346
N -1.151 1.478 -0.297 2.543 -2.402 2.564
C 0.178 1.323 -0.029 -2.607 -0.421 0.619
N 0.903 2.391 -0.071 -0.739 0.347 -0.185
H 0.743 0.226 -2.566 -0.525 -0.166 0.378
H 0.643 -1.460 -3.003 -0.338 -0.295 0.287
H 2.030 -0.817 -2.174 -0.253 -0.240 0.129
H 0.845 -2.041 -0.381 -0.412 0.008 -0.357
H -0.719 -1.244 -0.857 0.058 -0.375 0.076
H 1.217 -1.614 2.578 0.864 -0.018 0.309
H -0.354 -1.848 3.337 -0.052 -0.520 0.718
H -2.837 0.691 -0.740 -1.666 0.006 -0.688
H -1.368 2.147 -0.943 -1.263 2.325 -1.796
H 1.889 2.278 0.011 0.956 0.388 0.086
H 0.445 3.316 -0.149 0.803 -0.611 -0.023